10
Properties=species:S:1:pos:R:3 method="wB97M-V/def2-TZVPD" mol_weight_g_mol=84.08 smiles=Cc1nn[nH]n1 e_homo_ha=-0.3890 lumo_ha=0.0415 largest_force_ev_per_a=4.05 relative_energy_kj_mol=222.55
N 1.8460 -0.4253 0.0367
N 0.6542 -0.9951 0.0523
N 1.8229 0.8431 -0.0234
N 0.6049 1.2044 0.0543
C -0.1182 0.0052 0.0183
C -1.5918 0.0842 -0.0065
H 2.7053 -0.9701 -0.0666
H -2.1430 0.0893 1.0928
H -1.8239 1.1349 -0.5012
H -1.9563 -0.9705 -0.6568

***

10
Properties=species:S:1:pos:R:3 method="wB97M-V/def2-TZVPD" mol_weight_g_mol=84.08 smiles=Nn1ccnn1 e_homo_ha=-0.3543 lumo_ha=0.0142 largest_force_ev_per_a=5.96 relative_energy_kj_mol=397.71
N 0.2111 -1.0899 -0.1117
N -2.0511 0.1349 0.2367
N -0.6466 -0.0164 -0.3456
N 1.4012 -0.7369 0.1565
C 1.5116 0.6063 0.0941
C 0.2022 1.0494 -0.1952
H -0.5990 1.8392 0.2341
H -2.5298 -0.5013 -0.4818
H -2.0308 -0.4577 0.9895
H 2.4747 1.1443 0.3145

***

10
Properties=species:S:1:pos:R:3 method="wB97M-V/def2-TZVPD" mol_weight_g_mol=84.08 e_homo_ha="-0.2906 / -0.3137" lumo_ha="-0.0029 / -0.0053" largest_force_ev_per_a=0.77 relative_energy_kj_mol=417.16
N 1.1573 -0.4218 -1.5545
N -0.1786 1.2688 1.0657
N -0.9965 -1.3310 -1.1079
N 1.2075 0.0332 -0.3578
C -0.9571 -0.9486 0.0575
C 0.1255 0.1771 0.3309
H -1.0882 1.3188 1.4982
H 0.2284 2.1534 0.7954
H -1.5357 -1.2876 0.9361
H 2.0375 -0.9624 -1.6637

***

11
Properties=species:S:1:pos:R:3 method="wB97M-V/def2-TZVPD" mol_weight_g_mol=100.08 e_homo_ha=-0.3298 lumo_ha=0.0190 largest_force_ev_per_a=1.53 relative_energy_kj_mol=620.23
O 1.1231 -1.5162 -0.3525
N -0.7986 1.3608 -0.1635
N 2.4988 0.6529 0.0604
N -0.5812 -0.7877 1.1000
N -0.1034 0.1751 0.0394
C 1.5492 -0.0247 -0.0317
C -0.1917 -1.2626 -0.2252
H -0.4198 2.0420 0.4926
H -0.5724 1.6795 -1.1028
H -0.9078 -1.6749 -0.9277
H -1.5961 -0.6442 1.1110